Density functional theory data (ωB97M-V with the def2-TZVPD basis set) for C19H24N2O6S in the gas phase.

SMILES: COc1ccc(OC)c(S(=O)(=O)N2CCC[C@H](C(=O)NCc3ccco3)C2)c1
HOMO level, eV: -8.00
Lowest unoccupied orbital energy, eV: 0.673

Last column: Mulliken charge in e.
Element x y z (Å)
C (-2.928, -2.865, 1.756)  -0.7237
O (-2.639, -2.863, 0.377)  -0.4690
C (-1.374, -2.540, -0.009)  0.4641
C (-1.067, -2.718, -1.358)  -0.9604
C (0.199, -2.470, -1.842)  -0.3995
C (1.212, -2.011, -0.996)  0.2529
O (2.489, -1.792, -1.367)  -0.4340
C (2.830, -1.924, -2.732)  -0.9619
C (0.879, -1.779, 0.336)  -0.1795
S (2.032, -1.048, 1.498)  1.3409
O (1.458, -1.172, 2.812)  -0.7778
O (3.368, -1.525, 1.305)  -0.7268
N (1.903, 0.572, 1.084)  0.2734
C (1.743, 1.562, 2.120)  -1.0703
C (0.957, 2.745, 1.554)  0.1038
C (1.620, 3.270, 0.275)  -1.7037
C (1.945, 2.161, -0.733)  0.7983
C (0.782, 1.487, -1.460)  0.0160
O (0.983, 0.579, -2.244)  -0.6230
N (-0.460, 1.949, -1.219)  -0.1012
C (-1.640, 1.254, -1.687)  -0.7137
C (-2.584, 1.008, -0.558)  -0.0783
C (-2.361, 0.704, 0.754)  0.7342
C (-3.638, 0.648, 1.366)  -1.3943
C (-4.536, 0.917, 0.383)  -0.5705
O (-3.907, 1.144, -0.783)  -0.4427
C (2.717, 1.047, -0.006)  -1.2226
C (-0.382, -2.050, 0.831)  -0.1310
H (-3.950, -3.229, 1.841)  0.2459
H (-2.865, -1.859, 2.180)  0.1889
H (-2.254, -3.532, 2.303)  0.3672
H (-1.844, -3.074, -2.017)  0.4400
H (0.397, -2.628, -2.889)  0.4468
H (2.670, -2.946, -3.088)  0.3924
H (3.891, -1.687, -2.787)  0.2494
H (2.260, -1.216, -3.338)  0.3533
H (2.724, 1.904, 2.484)  0.3878
H (1.213, 1.088, 2.946)  0.5179
H (-0.064, 2.418, 1.360)  -0.1531
H (0.919, 3.543, 2.297)  0.4119
H (1.007, 4.049, -0.185)  0.3983
H (2.569, 3.735, 0.553)  0.5031
H (2.594, 2.568, -1.517)  0.5881
H (-0.608, 2.708, -0.576)  0.3095
H (-1.291, 0.314, -2.131)  0.2856
H (-2.156, 1.836, -2.461)  0.2594
H (-1.411, 0.522, 1.215)  0.8196
H (-3.853, 0.446, 2.396)  0.5397
H (-5.606, 0.976, 0.383)  0.5157
H (3.677, 1.438, 0.365)  0.5469
H (2.916, 0.211, -0.672)  0.2911
H (-0.538, -1.874, 1.882)  0.7952

Density functional theory data (ωB97M-V with the def2-TZVPD basis set) for C7H14Si in the gas phase.

SMILES: CC1=C([Si](C)(C)C)C1
HOMO level, eV: -8.60
Lowest unoccupied orbital energy, eV: 0.907

Last column: Mulliken charge in e.
Element x y z (Å)
C (-3.324, 0.833, 0.224)  -0.9785
C (-2.193, -0.002, 0.313)  0.6595
C (-0.911, -0.423, 0.113)  -0.2256
Si (0.952, -0.021, -0.128)  0.5302
C (2.082, -1.036, 1.227)  -1.2484
C (1.122, 1.817, -0.001)  -1.0444
C (1.596, -0.730, -1.765)  -1.1061
C (-1.902, -1.508, 0.336)  -0.6537
H (-4.041, 0.519, -0.616)  0.2605
H (-3.040, 1.964, 0.058)  0.2280
H (-3.928, 0.697, 1.229)  0.2827
H (2.453, -0.294, 1.944)  0.3174
H (1.340, -1.591, 1.752)  0.3323
H (2.845, -1.683, 0.960)  0.3848
H (1.474, 2.365, -0.866)  0.3384
H (0.169, 2.291, 0.276)  0.2737
H (1.816, 1.958, 0.828)  0.3050
H (0.792, -0.435, -2.528)  0.2752
H (2.446, -0.349, -2.252)  0.4077
H (1.818, -1.764, -1.621)  0.2944
H (-1.960, -1.992, 1.259)  0.1886
H (-2.355, -2.264, -0.422)  0.1784

Going through the records in order, we get largest force on an atom values of 0.89; 6.15 eV Å⁻¹.
Going through the records in order, we get E values of -46191.823; -15360.941 eV.
Going through the records in order, we get ΔE to the lowest compared entry with this formula, charge and spin values of 34.5; 27.7 kcal/mol.